No. 1
Molecular formula: H2P2S4
Method: DFT, ωB97M-V/def2-TZVPD

Calculated values
lowest unoccupied orbital energy	-1.72	eV
energy above the lowest of the compared OMol25 structures with the same formula, charge and spin	85.9	kJ/mol
E_HOMO	-8.540	eV
molar mass	192.2	g mol⁻¹

Element x y z (Å)
P: 0.482 -1.803 -1.153
P: 1.378 -0.468 1.526
S: -0.583 1.964 0.560
S: -0.179 -1.713 1.157
S: 2.221 -0.376 -0.312
S: -0.738 -0.657 -2.106
H: -1.812 1.651 0.964
H: -0.770 1.403 -0.637

In elementary charge units, the Mulliken charges are:
1 P 0.261
2 P 0.368
3 S -0.324
4 S -0.171
5 S -0.183
6 S -0.274
7 H 0.185
8 H 0.138

***

No. 2
Molecular formula: H2S
Method: DFT, ωB97M-V/def2-TZVPD

Calculated values
lowest unoccupied orbital energy	1.08	eV
energy above the lowest of the compared OMol25 structures with the same formula, charge and spin	4.0	kJ/mol
E_HOMO	-9.830	eV
molar mass	34.1	g mol⁻¹

Element x y z (Å)
H: -0.147 0.291 -1.191
H: 1.031 0.634 0.231
S: -0.055 -0.058 0.060

In elementary charge units, the Mulliken charges are:
1 H 0.134
2 H 0.133
3 S -0.267

***

No. 3
Molecular formula: H30HeO15
Method: DFT, ωB97M-V/def2-TZVPD

Calculated values
lowest unoccupied orbital energy	-0.75	eV
energy above the lowest of the compared OMol25 structures with the same formula, charge and spin	0.0	kJ/mol
E_HOMO	-10.133	eV
molar mass	274.2	g mol⁻¹

Element x y z (Å)
He: -0.059 0.135 0.510
O: 1.752 -1.655 -1.641
H: 1.073 -1.584 -2.311
H: 1.538 -2.458 -1.166
O: -1.384 -0.176 -1.699
H: -2.128 0.291 -1.319
H: -1.062 0.406 -2.388
O: -1.187 -2.479 -3.164
H: -1.555 -3.194 -2.645
H: -1.438 -1.685 -2.692
O: 0.756 0.630 -3.667
H: 1.318 0.114 -4.245
H: 1.325 0.876 -2.937
O: 3.335 0.183 -0.192
H: 3.148 0.207 0.747
H: 2.685 -0.420 -0.551
O: -1.878 -2.366 0.259
H: -1.133 -2.450 0.855
H: -1.627 -1.666 -0.343
O: -3.811 0.614 -0.050
H: -3.478 1.495 0.119
H: -3.904 0.221 0.818
O: -2.565 2.798 1.259
H: -1.891 3.473 1.184
H: -2.154 2.106 1.778
O: -2.226 2.557 -1.966
H: -1.323 2.816 -1.784
H: -2.496 3.118 -2.693
O: 1.664 2.579 2.707
H: 2.352 3.094 3.130
H: 0.864 2.816 3.176
O: 2.353 2.248 -1.815
H: 3.006 1.771 -1.302
H: 1.633 2.403 -1.204
O: 2.409 -0.072 2.326
H: 2.624 -0.342 3.219
H: 2.046 0.808 2.422
O: 0.257 -2.157 2.140
H: 0.938 -1.491 2.041
H: 0.377 -2.493 3.028
O: 1.211 -3.835 -0.116
H: 0.996 -3.494 0.752
H: 2.138 -4.068 -0.058
O: -1.696 0.318 2.896
H: -1.200 -0.488 2.756
H: -1.602 0.499 3.831

Atom charges from the Mulliken analysis, given in e for atoms 1 to 8:
1 He 0.016
2 O -0.684
3 H 0.318
4 H 0.376
5 O -0.717
6 H 0.248
7 H 0.280
8 O -0.632

***

No. 4
Molecular formula: H30NO13
Method: DFT, ωB97M-V/def2-TZVPD

Calculated values
lowest unoccupied orbital energy	-3.05	eV
energy above the lowest of the compared OMol25 structures with the same formula, charge and spin	345.2	kJ/mol
E_HOMO	-13.191	eV
molar mass	252.2	g mol⁻¹
net charge	+1

Element x y z (Å)
N: -0.164 -0.100 -0.169
H: 0.606 0.291 0.307
H: -1.022 0.157 0.291
H: -0.010 -1.051 -0.117
H: -0.129 0.284 -1.126
O: 0.531 0.216 -3.631
H: -0.352 0.503 -3.852
H: 1.061 0.989 -3.702
O: -0.580 2.762 -0.565
H: -0.864 2.477 -1.444
H: -1.373 2.753 -0.032
O: 2.454 1.457 1.392
H: 3.170 1.285 0.777
H: 2.765 1.328 2.271
O: -0.167 2.467 2.902
H: 0.382 3.167 3.265
H: 0.473 1.736 2.894
O: -1.495 -1.829 -2.583
H: -0.904 -2.303 -3.187
H: -2.118 -1.449 -3.183
O: -3.373 0.548 -1.132
H: -3.793 -0.141 -0.589
H: -3.287 1.325 -0.572
O: 1.982 -1.534 -1.723
H: 2.383 -0.688 -1.658
H: 1.454 -1.448 -2.516
O: 2.813 0.996 -1.704
H: 2.279 1.719 -2.120
H: 3.711 1.191 -1.749
O: -1.756 -2.107 1.405
H: -2.617 -1.737 1.604
H: -1.398 -2.392 2.253
O: 2.036 -1.501 1.569
H: 2.897 -1.352 1.292
H: 1.786 -2.385 1.255
O: -2.286 1.747 1.290
H: -1.666 2.272 1.772
H: -2.547 1.071 1.899
O: 1.205 0.334 3.651
H: 1.460 0.059 4.537
H: 1.357 -0.345 2.995
O: -1.552 -3.969 -0.830
H: -1.516 -3.511 -0.015
H: -1.839 -3.276 -1.418

Atom charges from the Mulliken analysis, given in e for atoms 1 to 8:
1 N 0.296
2 H 0.156
3 H 0.181
4 H 0.295
5 H 0.153
6 O -0.517
7 H 0.298
8 H 0.233

***

Orbital gap values (in Ha) by entry order: 0.2505; 0.4008; 0.3447; 0.3726.
E values (in Ha) by entry order: -2276.68115; -399.37224; -1149.52174; -1050.65382.